Model w:
DFT (wB97M-V/def2-TZVPD) results for a 3-piece molecular cluster, C2H9NO4 overall.

Structure (ORCA input):
```
! RIJCOSX wB97M-V def2-TZVPD def2/J DEFGRID3
* xyz 0 1
C 0.94 2.23 1.20
N 0.45 1.04 0.53
C 1.23 -0.05 0.23
O 1.23 -0.61 -0.84
O 2.00 -0.52 1.24
H 0.79 3.11 0.58
H 0.49 2.37 2.18
H 2.01 2.12 1.36
H -0.43 1.00 0.03
H 1.79 0.03 2.01
O -3.48 -0.10 -2.52
H -3.43 0.49 -1.77
H -4.36 -0.21 -2.88
O -1.07 -1.88 0.38
H -1.28 -2.81 0.20
H -0.20 -1.79 -0.04
*
```

As for the SMILES: CNC(=O)O.O.O. The calculation puts the LUMO energy at 0.533 eV.

Model x:
DFT (wB97M-V/def2-TZVPD) results for C2H9NO4 as an isolated structure.

Structure (ORCA input):
```
! RIJCOSX wB97M-V def2-TZVPD def2/J DEFGRID3
* xyz 0 1
H 1.09 -1.19 0.46
O 2.31 -1.12 0.74
N -0.23 -0.93 0.33
H 2.57 -1.85 0.03
H -0.73 -0.99 1.15
H -0.51 -1.79 -0.10
C -0.45 0.29 -0.61
H -1.29 0.17 -1.29
H -0.17 1.17 -0.10
C 0.69 0.42 -1.68
O 0.38 0.56 -2.81
O 1.90 0.39 -1.25
H 2.10 -0.31 -0.14
O -2.30 1.52 1.63
H -2.90 1.14 2.20
H -2.46 2.52 1.44
*
```

The calculation puts the LUMO energy at 0.184 eV.

The structure with the greatest stability is model w.

Model w:
DFT (wB97M-V/def2-TZVPD) results for a 3-piece molecular cluster, C2H9NO4 overall.

Structure (ORCA input):
```
! RIJCOSX wB97M-V def2-TZVPD def2/J DEFGRID3
* xyz 0 1
C -1.13 1.61 0.59
N -0.07 0.74 0.13
C 0.71 -0.06 0.91
O 1.25 -1.06 0.50
O 0.88 0.39 2.18
H -2.03 1.44 0.00
H -1.38 1.35 1.62
H -0.86 2.67 0.56
H -0.04 0.55 -0.86
H 0.88 1.36 2.18
O 1.77 -0.65 -2.34
H 2.08 -1.52 -2.60
H 1.88 -0.63 -1.38
O -1.38 -1.92 -0.84
H -2.04 -2.23 -0.22
H -0.51 -2.04 -0.43
*
```

As for the SMILES: CNC(=O)O.O.O. The calculation puts the LUMO energy at 0.425 eV.

Model x:
DFT (wB97M-V/def2-TZVPD) results for a 3-piece molecular cluster, C2H9NO4 overall.

Structure (ORCA input):
```
! RIJCOSX wB97M-V def2-TZVPD def2/J DEFGRID3
* xyz 0 1
C 0.62 -2.80 0.31
N 0.03 -1.57 -0.14
C -1.12 -0.92 0.40
O -1.74 -0.07 -0.27
O -1.33 -1.18 1.70
H 0.22 -3.71 -0.14
H 1.71 -2.85 -0.01
H 0.68 -2.76 1.35
H 0.32 -1.14 -1.00
H -0.44 -1.20 2.18
O 2.90 3.31 -2.97
H 3.57 3.69 -2.50
H 2.51 2.75 -2.28
O -0.35 2.30 1.14
H -0.66 1.70 1.79
H -0.99 1.92 0.46
*
```

As for the SMILES: CNC(=O)O.O.O. The calculation puts the LUMO energy at 0.135 eV.

The structure with the greatest stability is model w.

Model w:
DFT (wB97M-V/def2-TZVPD) results for C36H31Cl3IN6O4S3Sn as an isolated structure.

Structure (ORCA input):
```
! RIJCOSX wB97M-V def2-TZVPD def2/J DEFGRID3
* xyz -1 1
Sn 0.14 -2.31 -1.70
O 3.62 -1.32 1.50
C 3.17 -1.32 2.77
C 4.09 -1.09 3.80
C 3.67 -1.08 5.12
C 2.33 -1.29 5.43
C 1.42 -1.51 4.41
C 1.82 -1.53 3.08
C 0.83 -1.80 1.98
O 1.32 -2.02 0.80
N -0.43 -1.77 2.36
N -1.32 -2.05 1.35
C -2.44 -2.48 1.71
S -3.68 -2.82 0.50
C -4.71 -3.79 1.63
C -4.66 -3.12 2.99
S -2.92 -2.80 3.40
H 2.84 -1.66 0.97
H 5.13 -0.94 3.53
H 4.40 -0.92 5.90
H 2.01 -1.27 6.47
H 0.37 -1.68 4.63
H -4.33 -4.81 1.68
H -5.72 -3.80 1.21
H -5.08 -3.76 3.77
H -5.20 -2.17 2.97
O -0.81 -2.07 -3.77
C -0.45 -1.93 -5.00
C -1.46 -1.84 -6.01
C -1.17 -1.74 -7.35
C 0.17 -1.72 -7.78
C 1.17 -1.77 -6.83
C 0.90 -1.84 -5.45
C 2.00 -1.82 -4.50
N 1.95 -1.86 -3.18
C 3.25 -1.77 -2.70
C 4.10 -1.66 -3.75
N 3.30 -1.69 -4.87
H -2.49 -1.87 -5.66
H -1.97 -1.69 -8.08
H 0.41 -1.68 -8.83
H 2.19 -1.75 -7.18
H 3.45 -1.79 -1.64
H 5.17 -1.57 -3.80
H 3.63 -1.66 -5.82
I 1.94 -5.30 -3.43
C 0.59 -4.65 -1.84
H 1.05 -5.06 -0.94
H -0.31 -5.24 -2.04
Cl 1.42 2.35 7.14
C 0.89 2.68 5.52
C 0.21 1.71 4.80
C -0.21 2.00 3.52
C 0.03 3.24 2.93
C -0.44 3.48 1.51
C 0.71 3.57 0.48
N 0.58 2.59 -0.58
C 0.36 2.84 -1.92
C 0.27 1.61 -2.52
N 0.43 0.62 -1.58
C 0.61 1.24 -0.44
O -1.24 4.66 1.43
C -2.63 4.41 1.27
C -2.94 3.70 -0.01
C -3.22 2.37 -0.10
Cl -3.36 1.27 1.22
S -3.41 1.83 -1.72
C -3.14 3.42 -2.30
C -2.89 4.30 -1.30
C 0.75 4.18 3.67
Cl 1.20 5.72 2.99
C 1.18 3.91 4.96
H 0.02 0.74 5.24
H -0.74 1.24 2.96
H -1.05 2.62 1.24
H 1.67 3.42 0.98
H 0.69 4.56 0.05
H 0.28 3.84 -2.30
H 0.10 1.37 -3.56
H 0.77 0.75 0.52
H -3.09 5.39 1.29
H -3.00 3.83 2.12
H -3.15 3.61 -3.37
H -2.68 5.35 -1.46
H 1.73 4.65 5.52
*
```

The calculation puts the LUMO energy at 2.158 eV.

Model x:
DFT (wB97M-V/def2-TZVPD) results for C36H31Cl3IN6O4S3Sn as an isolated structure.

Structure (ORCA input):
```
! RIJCOSX wB97M-V def2-TZVPD def2/J DEFGRID3
* xyz -1 1
Sn 0.76 -1.43 -0.70
O 1.54 -2.98 3.67
C 2.14 -1.87 4.14
C 2.20 -1.69 5.52
C 2.78 -0.56 6.06
C 3.32 0.42 5.23
C 3.27 0.25 3.86
C 2.68 -0.89 3.29
C 2.57 -1.03 1.81
O 1.97 -2.07 1.36
N 3.04 -0.05 1.08
N 2.80 -0.28 -0.28
C 3.58 0.38 -1.04
S 3.57 0.23 -2.78
C 4.46 1.78 -3.04
C 5.53 1.88 -1.97
S 4.77 1.50 -0.36
H 1.59 -2.90 2.67
H 1.77 -2.46 6.15
H 2.80 -0.43 7.13
H 3.77 1.31 5.65
H 3.67 0.99 3.18
H 3.75 2.61 -2.96
H 4.88 1.76 -4.04
H 5.94 2.89 -1.90
H 6.34 1.18 -2.16
O 0.63 -0.66 -2.77
C 0.45 0.31 -3.62
C 0.23 -0.03 -4.98
C 0.06 0.92 -5.96
C 0.08 2.28 -5.64
C 0.29 2.64 -4.32
C 0.48 1.69 -3.30
C 0.72 2.17 -1.94
N 0.44 1.56 -0.81
C 0.84 2.40 0.20
C 1.37 3.54 -0.32
N 1.29 3.38 -1.68
H 0.21 -1.08 -5.22
H -0.11 0.61 -6.98
H -0.08 3.04 -6.39
H 0.25 3.69 -4.06
H 0.75 2.11 1.24
H 1.80 4.41 0.14
H 1.62 4.03 -2.37
I 2.22 -4.84 -0.62
C 1.87 -3.05 -1.76
H 1.27 -3.36 -2.61
H 2.85 -2.75 -2.11
Cl -0.59 2.14 6.13
C -1.22 1.49 4.65
C -0.46 0.61 3.90
C -0.99 0.10 2.72
C -2.27 0.45 2.28
C -2.79 -0.16 0.98
C -2.91 0.89 -0.12
N -3.48 0.34 -1.34
C -4.81 0.33 -1.67
C -4.88 -0.29 -2.89
N -3.63 -0.66 -3.31
C -2.82 -0.27 -2.36
O -4.04 -0.79 1.18
C -3.92 -2.15 1.59
C -3.38 -2.99 0.48
C -2.19 -3.64 0.47
Cl -1.09 -3.76 1.78
S -1.81 -4.33 -1.06
C -3.31 -3.78 -1.70
C -4.03 -3.09 -0.79
C -3.00 1.32 3.07
Cl -4.63 1.81 2.66
C -2.50 1.85 4.25
H 0.53 0.34 4.23
H -0.40 -0.59 2.13
H -2.05 -0.89 0.65
H -1.92 1.28 -0.34
H -3.55 1.71 0.20
H -5.55 0.75 -1.02
H -5.76 -0.48 -3.48
H -1.74 -0.40 -2.35
H -4.94 -2.45 1.86
H -3.29 -2.23 2.48
H -3.54 -3.95 -2.74
H -4.96 -2.60 -1.02
H -3.09 2.52 4.85
*
```

The calculation puts the LUMO energy at 2.036 eV.

The structure with the greatest stability is model x.

Model w:
DFT (wB97M-V/def2-TZVPD) results for a 3-piece molecular cluster, C2H11BN3O overall.

Structure (ORCA input):
```
! RIJCOSX wB97M-V def2-TZVPD def2/J DEFGRID3
* xyz 1 1
B 2.53 -0.20 0.14
C -2.19 -0.08 -0.55
C -1.27 -1.15 -0.45
N 3.87 -0.14 -0.37
N -1.24 -1.86 0.64
N -0.64 2.05 0.40
O 1.31 -0.19 0.22
H -3.15 -0.08 0.16
H -2.36 0.31 -1.48
H -0.61 -1.44 -1.23
H 4.61 0.22 0.15
H 4.16 -1.03 -0.69
H -1.81 -1.49 1.38
H -0.72 -2.71 0.58
H 0.22 1.61 0.63
H -0.23 2.57 -0.40
H -1.63 0.89 -0.31
H -0.86 2.71 1.17
*
```

The calculation puts the LUMO energy (alpha / beta) at -3.538 / -3.538 eV.

Model x:
DFT (wB97M-V/def2-TZVPD) results for a 2-piece molecular cluster, C2H11BN3O overall.

Structure (ORCA input):
```
! RIJCOSX wB97M-V def2-TZVPD def2/J DEFGRID3
* xyz 1 1
B 0.30 1.28 -0.07
C 0.38 -1.21 1.25
C -1.09 0.80 -0.26
N 0.74 1.86 1.08
N 0.73 -2.26 0.45
N -1.44 0.71 -1.72
O 1.20 1.26 -1.09
H -0.42 -1.47 1.95
H 1.05 -0.31 1.22
H -2.02 0.77 0.29
H 0.04 2.26 1.77
H 1.73 2.10 1.42
H 1.45 -2.17 -0.29
H 0.13 -3.08 0.26
H -2.38 0.37 -1.95
H -1.49 1.67 -2.04
H -0.64 0.32 -2.32
H 2.10 1.26 -0.85
*
```

The calculation puts the LUMO energy (alpha / beta) at -4.157 / -4.156 eV.

The structure with the greatest stability is model w.